A 7-piece molecular cluster, C36H57BrCl4N5O11 overall in a non-equilibrium geometry, computed with ωB97M-V/def2-TZVPD.

Frontier orbital gap in eV: 0.6
Charge: -1
LUMO in Ha: -0.0391
Highest occupied orbital energy in eV: -1.664

Structure (XYZ):
```
114
Properties=species:S:1:pos:R:3:lowdin_charge:R:1
C -2.69 -2.51 -4.34 -0.094
C -1.96 -1.16 -4.50 -0.240
C -0.80 -0.96 -3.49 -0.239
C -1.15 0.08 -2.45 -0.248
C 0.01 0.41 -1.49 -0.199
C 0.45 -0.82 -0.67 -0.199
C 0.30 -0.62 0.85 -0.179
C 1.02 -1.74 1.62 -0.127
C 0.06 -2.73 2.31 -0.155
C -1.15 -3.18 1.50 -0.337
O -2.31 -3.24 2.30 -0.163
C -2.91 -2.00 2.56 -0.231
C -3.84 -2.14 3.76 -0.219
C -5.31 -2.26 3.35 -0.103
N -0.99 -4.46 0.82 -0.034
C 0.42 -4.71 0.56 -0.125
C 1.27 -4.82 1.84 -0.184
C 1.70 -6.22 2.30 -0.106
C 0.94 -7.47 1.87 -0.220
N 1.01 -8.54 2.55 0.123
N 0.76 -3.92 2.96 -0.076
C 1.91 -3.39 3.76 -0.063
C 2.65 -4.33 4.71 -0.140
O 2.96 -3.57 5.90 -0.027
C 2.20 -3.92 6.96 -0.355
O 1.64 -3.12 7.64 0.119
C -0.23 -4.55 3.88 -0.128
O -0.86 -5.60 3.21 -0.130
N -1.58 -6.40 4.20 0.033
O -1.83 -7.43 3.77 0.113
H -2.32 -3.10 -3.50 0.066
H -2.57 -3.14 -5.22 0.067
H -3.76 -2.39 -4.19 0.067
H -2.66 -0.35 -4.32 0.089
H -1.57 -1.11 -5.51 0.093
H 0.11 -0.73 -4.06 0.087
H -0.61 -1.94 -3.05 0.092
H -1.95 -0.33 -1.84 0.126
H -1.45 1.01 -2.93 0.033
H -0.23 1.26 -0.85 0.104
H 0.85 0.69 -2.13 0.089
H -0.07 -1.73 -0.97 0.097
H 1.51 -0.99 -0.86 0.114
H 0.74 0.35 1.07 0.100
H -0.76 -0.56 1.08 0.103
H 1.71 -2.25 0.95 0.106
H 1.65 -1.24 2.35 0.110
H -0.35 -2.11 3.12 0.151
H -1.39 -2.46 0.71 0.143
H -3.51 -1.68 1.70 0.132
H -2.19 -1.19 2.77 0.106
H -3.69 -1.34 4.48 0.100
H -3.58 -3.07 4.28 0.108
H -5.73 -1.29 3.09 0.066
H -5.89 -2.70 4.16 0.068
H -5.37 -2.94 2.50 0.075
H -1.50 -4.41 -0.05 0.054
H 0.83 -3.88 -0.03 0.104
H 0.59 -5.58 -0.08 0.139
H 2.20 -4.36 1.53 0.136
H 1.77 -6.30 3.38 0.083
H 2.71 -6.39 1.91 0.129
H 0.31 -7.51 0.99 0.118
H 1.60 -8.42 3.38 0.041
H 2.67 -2.95 3.12 0.132
H 1.53 -2.56 4.35 0.153
H 2.12 -5.24 5.00 0.098
H 3.61 -4.64 4.30 0.137
H 2.14 -4.98 7.21 0.154
H 0.20 -4.93 4.81 0.124
H -1.00 -3.83 4.18 0.143
C -1.04 3.06 -5.55 -2.024
Cl 0.19 2.08 -4.75 0.590
Cl -0.40 4.69 -5.82 0.567
Cl -1.50 2.33 -7.08 0.542
Cl -2.46 3.17 -4.51 0.544
C 2.85 5.64 -5.66 -0.054
O 3.93 5.94 -6.55 0.013
C 3.81 7.11 -7.17 -0.626
O 2.90 7.89 -7.04 0.115
O 4.87 7.28 -7.96 0.004
C 4.87 8.50 -8.69 -0.045
H 3.06 4.67 -5.22 0.095
H 2.78 6.38 -4.87 0.071
H 1.91 5.58 -6.21 0.021
H 4.87 9.35 -8.02 0.096
H 4.00 8.55 -9.35 0.096
H 5.77 8.51 -9.29 0.092
N 1.55 7.30 -2.80 0.052
C 0.82 8.24 -3.39 -0.148
C -0.19 8.94 -2.73 -0.068
C -0.45 8.63 -1.41 -0.070
C 0.30 7.64 -0.79 -0.068
C 1.29 7.01 -1.53 -0.155
H 1.05 8.45 -4.43 0.104
H -0.76 9.70 -3.25 0.101
H -1.24 9.14 -0.86 0.108
H 0.13 7.36 0.24 0.070
H 1.90 6.24 -1.09 0.100
Br -3.54 -5.93 0.96 -0.490
C -0.22 4.77 2.07 0.027
C -0.11 3.56 2.61 0.026
C -0.81 3.21 3.87 -0.383
O -0.70 2.10 4.37 0.107
C -1.64 4.26 4.51 0.026
C -1.75 5.47 3.96 0.023
C -1.05 5.82 2.70 -0.375
O -1.16 6.92 2.20 0.094
H 0.28 5.04 1.15 0.111
H 0.49 2.78 2.16 0.112
H -2.14 3.99 5.42 0.124
H -2.35 6.25 4.41 0.122
O 0.76 -10.34 -0.31 -0.709
H 0.80 -10.63 0.61 -0.243
```